Entry 1:
{
  "formula": "C21H31N3O4",
  "method": "ωB97M-V with the def2-TZVPD basis set",
  "elements": ["H", "C", "C", "H", "C", "H", "H", "H", "C", "H", "H", "C", "C", "H", "H", "H", "C", "C", "N", "H", "H", "H", "N", "H", "C", "C", "C", "C", "C", "O", "C", "H", "H", "O", "O", "H", "C", "H", "H", "H", "H", "H", "H", "H", "C", "C", "H", "C", "C", "H", "H", "C", "H", "H", "C", "O", "H", "N", "H"],
  "positions_angstrom": [[2.220414, -3.176311, 0.507633], [2.389810, -3.508283, -4.674924], [-0.364798, 0.208558, 1.300569], [5.408067, -4.067555, -6.095661], [2.152117, -2.764410, -0.504105], [0.355646, -2.216989, -3.468055], [-3.488636, 3.082819, 6.249737], [-0.754308, -0.521096, 2.019559], [-3.266177, 4.509377, 3.385880], [-4.375421, 2.102395, 3.484392], [2.934757, 1.131716, 0.984813], [3.728170, -3.882572, -4.798572], [-0.706574, 1.817499, 3.122275], [2.744506, -1.853228, -0.558970], [2.575159, -3.479790, -1.204790], [-0.086163, 2.412150, 3.795605], [0.032122, -1.466474, -0.490894], [-4.255410, 2.936600, 5.474052], [0.775806, -2.526494, -0.879951], [-1.391656, 3.537214, 2.065175], [2.068041, 0.240485, -1.123422], [-0.164559, -3.884355, -3.848894], [0.137205, 1.345465, 2.042485], [2.421279, 2.496710, 0.004628], [4.372148, -3.774221, -6.013278], [2.060912, 1.614748, 0.536618], [0.154868, -3.504747, -1.750485], [-1.847000, 2.708128, 2.611454], [2.369690, -2.920602, -7.001128], [-4.871716, 4.165797, 5.174915], [-3.929482, 5.068475, 4.644501], [-3.104828, 1.393212, 4.518097], [-4.476383, 5.985484, 4.418853], [1.499748, 3.115524, 2.298932], [-1.116017, -1.316294, -0.871323], [1.446718, -0.929835, 1.066120], [1.199498, 2.105572, 1.689330], [-1.097275, 0.951761, 3.661182], [-3.151798, 5.277943, 5.393824], [1.832324, -2.543960, -7.858952], [-1.198078, 0.508423, 0.652010], [0.579352, 1.173450, -0.969249], [0.675754, -2.728630, -5.721371], [-5.042068, 2.283589, 5.856337], [1.710852, -3.024718, -5.786337], [0.502281, -3.276573, -3.223068], [-4.034029, 4.373433, 2.602955], [1.355853, 0.652900, -0.405169], [3.695271, -3.291527, -7.122673], [-2.487014, 2.142825, 1.911917], [4.199111, -3.206622, -8.073204], [-3.596704, 2.325260, 4.237252], [-0.926380, -3.405921, -1.632596], [4.240913, -4.257254, -3.926244], [0.701172, -0.449873, 0.429366], [1.847452, -3.655941, -3.430360], [-2.516327, 5.217053, 3.028074], [-2.610366, 3.255512, 3.716355], [0.472152, -4.505804, -1.451219]],
  "forces_ev_per_a": [[0.087, 0.021, -0.009], [0.171, -0.014, -0.068], [-0.143, -0.356, -0.328], [0.085, -0.027, 0.004], [0.220, -0.026, 0.284], [-0.011, -0.099, -0.014], [-0.067, -0.049, -0.034], [-0.004, 0.078, -0.063], [-0.136, 0.121, 0.296], [0.060, -0.022, 0.030], [-0.005, 0.038, 0.004], [-0.142, 0.008, 0.133], [-0.065, 0.370, 0.136], [0.057, -0.010, 0.007], [0.028, 0.080, 0.074], [-0.144, -0.121, -0.032], [0.229, 0.128, 0.368], [0.096, -0.385, -0.064], [0.015, -0.279, -0.250], [-0.012, -0.043, -0.025], [-0.033, 0.019, -0.044], [0.067, 0.065, 0.003], [-0.176, -0.166, 0.190], [-0.006, -0.019, 0.126], [-0.014, -0.008, 0.061], [-0.048, 0.097, -0.105], [-0.107, 0.114, -0.486], [0.205, -0.121, 0.104], [0.127, -0.018, -0.086], [-0.168, 0.004, -0.027], [0.178, 0.189, -0.316], [-0.052, -0.048, 0.005], [0.094, -0.016, 0.012], [0.095, 0.344, 0.057], [-0.331, 0.172, -0.116], [0.037, 0.016, -0.019], [0.372, -0.106, -0.187], [0.038, -0.005, -0.011], [-0.049, 0.026, -0.063], [-0.042, 0.030, -0.063], [0.098, -0.133, 0.118], [-0.041, -0.044, -0.058], [-0.087, 0.019, 0.041], [0.098, -0.005, 0.004], [-0.234, -0.002, 0.284], [-0.457, -0.042, 0.206], [0.050, 0.034, 0.009], [0.223, -0.113, 0.158], [-0.020, 0.050, -0.177], [0.011, 0.088, -0.023], [0.039, 0.009, -0.082], [-0.128, 0.139, 0.301], [0.158, -0.115, -0.045], [0.056, -0.046, 0.103], [-0.401, 0.185, -0.156], [0.221, -0.038, -0.057], [-0.032, 0.017, -0.030], [-0.021, 0.005, -0.078], [-0.037, 0.006, -0.003]],
  "nbo_charge": [0.1926, 0.3877, -0.1903, 0.2148, -0.4163, 0.1866, 0.1659, 0.2009, -0.2465, 0.1677, 0.2246, -0.2855, -0.2193, 0.2039, 0.2349, 0.2459, 0.7026, -0.0723, -0.4380, 0.2108, 0.2124, 0.1814, -0.4405, 0.2412, -0.1876, -0.4925, -0.2382, -0.2229, -0.1841, -0.5223, -0.0733, 0.2007, 0.1930, -0.6352, -0.6447, 0.2155, 0.6823, 0.1867, 0.1669, 0.2144, 0.2155, 0.2165, 0.2207, 0.1923, -0.3309, -0.0761, 0.1661, -0.3890, -0.2443, 0.1651, 0.2143, -0.2522, 0.2492, 0.2187, -0.3243, -0.5345, 0.2081, -0.4430, 0.2042],
  "homo_lumo_gap_ev": 9.254
}

Entry 2:
{
  "formula": "C21H31N3O5S",
  "method": "ωB97M-V with the def2-TZVPD basis set",
  "elements": ["C", "C", "H", "C", "H", "C", "N", "H", "C", "H", "C", "H", "O", "C", "C", "C", "C", "C", "H", "H", "H", "H", "H", "H", "H", "O", "O", "H", "H", "H", "H", "C", "H", "H", "H", "H", "C", "C", "C", "C", "H", "H", "H", "C", "H", "H", "H", "O", "C", "H", "S", "H", "H", "H", "C", "N", "N", "C", "C", "H", "O"],
  "positions_angstrom": [[-1.832243, -0.277861, -2.193622], [1.317457, -5.437807, 0.520617], [-0.926654, 2.743016, 1.636765], [1.085671, -4.272335, -0.054976], [-2.374654, -0.573997, -3.067454], [0.037242, -3.318502, 2.547333], [-0.188783, -4.004417, 0.226363], [-3.129268, -1.869570, -1.095550], [-1.176412, -2.923940, -1.913639], [-1.054991, 6.749243, -3.568654], [-1.042737, -3.617584, 1.393868], [0.955963, -3.533206, 2.432976], [1.053683, 3.788126, -3.111348], [-1.173203, 5.789504, -3.021179], [0.891831, 2.382705, -1.211303], [-0.613032, 3.162791, 0.550547], [2.856029, -5.750575, 0.154450], [0.221173, -0.755789, 1.942032], [-1.866156, -2.955333, -2.804558], [-0.971177, -5.076037, -1.438570], [1.642204, 1.591255, -1.675623], [4.570982, -7.273067, 0.573963], [1.755006, -3.337484, 0.583985], [1.264896, -4.051796, -1.129765], [1.207507, -5.626089, 1.514343], [-2.213612, -3.489169, 1.592354], [-0.230444, 5.839151, -1.907495], [3.091494, -5.904168, -0.827782], [-2.189874, 5.372920, -2.956280], [3.099207, -7.300834, 1.865047], [-2.195739, -4.136349, -0.530995], [0.831188, 3.529906, -1.757186], [-2.555357, 4.317123, 1.783089], [2.642154, 4.949980, -4.414779], [1.874896, 5.786635, -2.884309], [-1.587054, -1.559240, -0.118733], [0.566314, 0.807944, 0.357665], [3.345046, -7.210787, 0.730477], [0.380579, 2.058632, -0.123515], [-1.124044, -4.155441, -0.685368], [2.993751, 4.798081, -2.456107], [-0.694577, -0.040508, -2.325408], [-2.604408, 6.014971, 1.926149], [-2.086096, -1.760299, -1.180587], [2.632392, -8.015509, 0.109044], [3.461154, -5.181762, 0.597705], [-0.324052, -4.032600, 3.611936], [0.040902, 0.582722, 1.669519], [-0.156284, 4.500910, -1.367823], [-0.631880, 5.159678, -3.810701], [-0.293988, -1.696906, 3.033649], [0.723632, -6.388927, -0.218037], [-2.283983, 0.500915, -1.756785], [-0.301971, -2.559493, -2.002388], [2.206668, 4.995740, -3.218992], [1.224584, -0.277427, 0.048794], [0.862945, -1.276807, 0.804878], [-2.134446, 5.176804, 1.850322], [-0.605327, 4.291006, 0.011914], [-1.481757, 4.914589, 2.377963], [-1.411123, 5.246464, 0.370239]],
  "forces_ev_per_a": [[2.819, -5.235, 1.062], [5.469, -10.993, -4.725], [0.332, 1.707, -2.851], [3.199, 9.485, 0.311], [0.178, 0.179, -0.927], [-8.980, -1.724, 3.104], [-9.750, 3.811, 4.643], [-1.162, -0.656, 0.000], [-9.131, -1.050, 4.008], [-0.874, -0.094, 1.005], [6.779, -0.485, 1.513], [6.553, -1.410, -1.403], [4.756, 1.875, -0.304], [2.760, -0.234, -3.000], [7.132, -6.379, -4.936], [3.914, -12.228, 4.836], [-4.805, -7.615, 1.303], [4.233, 4.279, -11.091], [1.538, -1.371, 0.355], [-0.049, 1.185, 1.937], [-1.648, 1.622, 0.529], [-3.443, -0.334, 0.261], [-1.458, -2.455, -2.189], [0.176, -0.672, 0.735], [-0.855, -0.102, 2.695], [0.281, -0.392, -1.039], [-1.837, -3.103, 0.411], [0.031, 0.515, -2.859], [0.396, 0.562, 0.952], [0.534, 0.012, -1.978], [0.362, -0.477, 1.379], [-5.178, 9.641, -5.724], [-4.568, -5.004, -0.793], [-1.507, 0.236, 3.860], [-4.345, 8.092, 2.251], [-1.334, -0.192, -2.173], [0.941, -4.774, 4.843], [-0.576, -0.084, -0.590], [-6.315, 4.075, 6.564], [-3.210, -1.624, -11.598], [-0.171, -0.809, -0.947], [-2.200, -0.754, 0.022], [-2.830, 4.775, 0.619], [5.562, 3.137, -0.325], [2.482, 1.681, 1.768], [4.594, 5.402, 3.238], [0.914, 2.362, -3.220], [-0.962, -1.389, 1.038], [3.481, 0.347, 2.683], [-0.991, 0.201, 1.028], [-3.513, -1.664, 8.198], [1.254, 2.566, 2.599], [-1.708, 2.971, 1.718], [6.243, 2.653, -1.321], [3.530, -10.466, -5.054], [-1.138, 2.236, -3.063], [-0.177, -0.414, 4.331], [-1.409, 1.789, -11.291], [-1.955, 5.558, -4.913], [10.377, -2.123, 8.579], [-2.739, 3.356, 3.935]],
  "nbo_charge": [-0.6040, -0.3611, 0.2454, -0.2435, 0.1938, -0.6164, -0.5025, 0.1910, -0.4068, 0.1975, 0.7344, 0.2041, -0.5492, -0.2908, -0.2496, -0.2902, -0.3759, 0.1599, 0.2119, 0.1705, 0.2380, 0.2171, 0.2242, 0.2500, 0.2099, -0.5636, -0.5158, 0.1971, 0.1988, 0.1986, 0.2515, 0.2405, 0.1826, 0.2078, 0.1533, 0.1788, 0.4294, -0.6231, -0.0709, -0.2058, 0.1846, 0.2074, 0.1922, -0.3772, 0.2086, 0.1755, 0.2600, -0.4293, 0.2710, 0.1953, 0.4818, 0.1699, 0.1882, 0.1728, -0.2054, -0.2573, -0.3550, -0.1667, 0.2154, 0.1601, -0.5089],
  "homo_lumo_gap_ev": 7.233
}

Listing E_tot for the structures above in their given order: -1284.04622 -1756.61919 Ha.
Listing ΔE to the lowest compared entry with this formula, charge and spin for the structures above in their given order: 2.0945 25.1627 eV.